Entry from the OMol25 dataset: a structure of composition C47H49F3N5O5S3V (wB97M-V/def2-TZVPD).

Each line ends with the Mulliken charge.
Positions of all 113 atoms, in Å:
V -0.220 -1.303 -0.488  -0.03
F -4.327 -2.004 -2.807  -0.20
C -3.787 -1.468 -1.722  0.15
F -4.476 -0.340 -1.457  -0.13
F -4.003 -2.303 -0.690  -0.25
S -1.989 -1.013 -1.927  0.53
O -2.107 -0.023 -2.998  -0.79
O -1.842 -2.694 -2.969  -0.48
O -1.991 -0.329 -0.467  0.24
S -1.272 -0.630 3.941  -0.40
C -1.543 -0.578 2.246  -0.30
N -0.447 -0.590 1.546  0.68
C 0.674 -0.595 2.328  -1.82
C 2.012 -0.671 1.660  2.97
C 3.079 -0.920 2.680  -0.95
C 2.821 -0.959 4.020  -0.76
C 1.528 -0.790 4.577  -0.58
C 0.450 -0.636 3.676  1.31
H -2.531 -0.589 1.789  0.26
H 2.192 0.307 1.185  -1.16
H 4.092 -1.065 2.321  0.54
H 3.647 -1.131 4.702  0.43
H 1.371 -0.841 5.647  0.40
C -1.462 3.953 1.564  -1.24
S -1.593 2.883 0.125  1.31
O -1.107 3.716 -1.016  -0.71
C -3.379 2.887 0.046  -0.06
C -4.094 1.918 0.731  -0.02
C -5.482 1.927 0.664  -0.58
C -6.133 2.887 -0.099  -0.47
C -5.400 3.836 -0.807  -0.63
C -4.014 3.838 -0.738  -0.47
H -1.817 4.948 1.285  0.38
H -0.403 3.980 1.837  0.30
H -2.059 3.541 2.384  0.44
H -3.563 1.134 1.266  0.07
H -6.050 1.163 1.182  0.41
H -7.215 2.882 -0.164  0.36
H -5.909 4.564 -1.426  0.39
H -3.409 4.541 -1.303  0.41
C 1.812 -1.653 0.499  -0.45
C 2.580 -2.626 0.171  -0.61
C 3.297 -3.586 -0.401  0.27
C 3.224 -4.974 0.121  0.45
C 3.031 -5.216 1.486  -0.28
C 2.891 -6.508 1.975  -0.79
C 2.952 -7.597 1.115  -0.43
C 3.146 -7.373 -0.243  -0.93
C 3.280 -6.080 -0.734  0.05
C 4.110 -3.238 -1.603  0.23
C 3.687 -2.216 -2.465  0.37
C 4.438 -1.865 -3.579  -1.20
C 5.628 -2.525 -3.867  -0.72
C 6.054 -3.545 -3.026  -0.75
C 5.304 -3.899 -1.910  -0.25
H 2.986 -4.368 2.161  0.43
H 2.735 -6.663 3.038  0.39
H 2.843 -8.606 1.496  0.37
H 3.175 -8.211 -0.932  0.38
H 3.400 -5.922 -1.801  0.43
H 2.750 -1.706 -2.263  0.49
H 4.076 -1.080 -4.236  0.47
H 6.210 -2.256 -4.740  0.40
H 6.978 -4.070 -3.236  0.38
H 5.650 -4.697 -1.261  0.50
C 2.127 4.510 -3.313  -1.22
N 1.133 3.566 -2.791  0.23
N 1.706 2.491 -2.100  0.61
C 1.077 1.305 -2.458  -0.19
O 1.247 0.248 -1.860  0.68
C 0.211 1.649 -3.563  -0.55
C 0.271 2.980 -3.717  0.12
C -0.435 3.851 -4.695  -1.84
C 2.349 2.710 -0.860  0.18
C 3.352 1.830 -0.465  -0.75
C 4.011 2.040 0.740  -0.15
C 3.680 3.121 1.547  -0.75
C 2.677 3.995 1.142  -0.81
C 2.003 3.793 -0.057  -0.01
H 2.850 4.724 -2.531  0.45
H 1.627 5.441 -3.572  0.41
H 2.651 4.114 -4.189  0.30
H -0.462 0.947 -4.032  0.64
H -1.202 3.272 -5.205  0.42
H 0.254 4.248 -5.445  0.35
H -0.911 4.693 -4.185  0.36
H 3.598 0.983 -1.092  0.39
H 4.785 1.346 1.048  0.37
H 4.201 3.279 2.485  0.41
H 2.404 4.838 1.767  0.45
H 1.181 4.432 -0.359  0.72
C 0.643 -2.451 -4.572  -0.62
C 0.845 -3.834 -3.950  -0.47
N -0.265 -4.451 -3.221  0.36
C -1.076 -5.338 -4.031  -0.64
C -1.790 -4.727 -5.242  -1.16
C -1.008 -3.583 -2.295  0.47
C -1.854 -4.464 -1.351  -2.11
N 0.009 -2.899 -1.459  0.65
H 1.559 -2.164 -5.105  0.51
H 0.447 -1.712 -3.796  -0.47
H -0.201 -2.430 -5.266  0.37
H 1.729 -3.775 -3.301  -0.42
H 1.124 -4.543 -4.737  0.67
H -1.815 -5.812 -3.383  0.43
H -0.426 -6.150 -4.379  0.46
H -2.360 -3.847 -4.940  0.19
H -2.468 -5.467 -5.686  0.45
H -1.074 -4.433 -6.016  0.26
H -1.281 -5.319 -0.978  0.28
H -2.769 -4.809 -1.845  0.52
H -2.141 -3.850 -0.504  0.31
H 0.897 -3.385 -1.477  -0.64

Calculated values
Lowest unoccupied orbital energy (spin up / spin down), eV: 2.011 / 1.392
Multiplicity: 4
Total charge: -1
Electronic energy, eV: -133565.92469
Relative energy (zero: lowest compared OMol25 entry of this formula, charge and spin), kJ/mol: 449.9

=====

Entry from the OMol25 dataset: a structure of composition C47H49N12O3RuSSe (wB97M-V/def2-TZVPD).

Each line ends with the Mulliken charge.
Positions of all 114 atoms, in Å:
Ru -0.134 1.147 -0.476  0.23
C -1.892 1.700 4.875  -1.40
N -1.282 1.132 3.674  1.07
C -1.454 1.522 2.417  -1.32
N -0.586 0.892 1.635  1.30
C 0.107 0.101 2.509  -1.06
N -0.285 0.232 3.750  -1.02
C -1.413 3.114 5.114  1.02
C -2.222 4.016 5.796  -0.84
C -1.809 5.331 5.975  -0.87
C -0.607 5.769 5.442  -0.60
C 0.201 4.868 4.753  0.09
C -0.193 3.542 4.613  -0.20
C 1.414 5.331 4.083  0.10
N 1.818 6.537 3.887  -0.35
N 2.968 6.446 3.116  -0.57
C 3.163 5.194 2.897  0.61
O 2.213 4.416 3.483  -0.10
C 4.159 4.531 2.059  -0.04
C 4.935 5.263 1.166  -0.96
C 5.794 4.598 0.307  -0.82
C 5.853 3.210 0.302  -0.79
C 5.086 2.476 1.198  0.66
C 5.048 0.971 1.152  -1.15
N 3.801 0.502 0.513  1.15
C 2.565 0.909 0.737  -0.47
N 1.735 0.273 -0.086  0.34
C 2.557 -0.538 -0.816  -0.63
N 3.814 -0.425 -0.469  -1.01
C 4.274 3.146 2.103  0.05
H -1.634 1.026 5.692  0.36
H -2.974 1.685 4.749  0.44
H -2.182 2.254 2.119  0.65
H 0.876 -0.590 2.212  0.71
H -3.179 3.694 6.191  0.55
H -2.436 6.021 6.523  0.47
H -0.289 6.797 5.548  0.57
H 0.457 2.854 4.088  0.81
H 4.850 6.341 1.146  0.56
H 6.406 5.163 -0.382  0.45
H 6.502 2.699 -0.399  0.48
H 5.096 0.538 2.152  0.28
H 5.853 0.553 0.554  0.43
H 2.288 1.670 1.446  0.48
H 2.209 -1.187 -1.600  0.53
H 3.714 2.592 2.848  0.88
C 5.222 -0.348 -6.566  -1.45
C 4.080 0.167 -5.740  0.92
C 2.759 -0.040 -6.137  -0.98
C 1.704 0.457 -5.394  -0.67
C 1.980 1.162 -4.229  -0.29
C 3.286 1.389 -3.808  -0.25
C 4.325 0.888 -4.572  -0.92
S 0.656 1.756 -3.272  1.81
O -0.395 2.258 -4.103  -0.65
O 1.192 2.594 -2.198  -0.77
N 0.139 0.454 -2.390  0.02
C -1.146 -0.074 -2.377  0.75
C -2.083 -0.298 -3.380  -0.92
C -3.287 -0.849 -2.996  -0.39
C -3.569 -1.101 -1.652  -0.91
C -2.641 -0.762 -0.701  -0.12
N -1.437 -0.293 -1.072  -0.01
H 4.885 -1.072 -7.306  0.37
H 5.977 -0.820 -5.938  0.38
H 5.705 0.474 -7.097  0.32
H 2.557 -0.590 -7.047  0.36
H 0.684 0.313 -5.725  0.45
H 3.474 1.957 -2.907  0.63
H 5.347 1.064 -4.260  0.43
H -1.854 -0.051 -4.406  0.49
H -4.032 -1.082 -3.745  0.48
H -4.509 -1.544 -1.357  0.49
H -2.811 -0.884 0.360  0.49
C 0.507 6.301 0.263  -0.93
C -0.967 6.685 0.303  -0.20
C -1.610 6.424 1.664  -0.58
C -1.800 4.951 2.004  -0.10
N -2.950 4.333 1.322  1.41
C -2.949 3.543 0.235  -0.08
Se -1.408 3.177 -0.810  -0.13
N -4.202 3.153 -0.031  0.88
C -4.653 2.383 -1.198  -0.16
C -5.366 3.262 -2.218  -0.92
C -4.449 4.275 -2.901  0.01
C -3.512 3.635 -3.920  -0.97
C -5.055 3.708 0.920  0.56
C -6.430 3.593 1.109  -0.91
C -6.960 4.263 2.192  -0.90
C -6.154 5.018 3.063  -0.87
C -4.791 5.125 2.878  -0.79
C -4.260 4.451 1.782  0.57
H 0.941 6.513 -0.714  0.50
H 0.658 5.233 0.451  -0.09
H 1.071 6.858 1.014  0.39
H -1.517 6.156 -0.482  -0.14
H -1.070 7.746 0.072  0.53
H -2.570 6.939 1.749  0.46
H -0.967 6.840 2.446  0.39
H -1.989 4.827 3.073  -1.00
H -0.918 4.361 1.756  0.22
H -5.309 1.595 -0.827  0.49
H -3.772 1.913 -1.631  -0.79
H -6.207 3.764 -1.736  0.45
H -5.797 2.596 -2.971  0.52
H -3.871 4.822 -2.147  -0.01
H -5.069 5.025 -3.394  0.40
H -2.863 2.880 -3.472  -0.01
H -2.857 4.376 -4.377  0.35
H -4.085 3.162 -4.720  0.40
H -7.057 3.014 0.446  0.50
H -8.024 4.209 2.377  0.43
H -6.619 5.532 3.893  0.47
H -4.173 5.714 3.542  0.51

Calculated values
Lowest unoccupied orbital energy (spin up / spin down), eV: -6.033 / -6.600
Multiplicity: 2
Total charge: +2
Electronic energy, eV: -152309.98737
Relative energy (zero: lowest compared OMol25 entry of this formula, charge and spin), kJ/mol: 52.3

=====

Entry from the OMol25 dataset: a structure of composition C47H51BInN8O10S (wB97M-V/def2-TZVPD).

Each line ends with the Mulliken charge.
Positions of all 119 atoms, in Å:
In 0.538 0.017 0.094  2.63
O -1.800 -0.222 2.056  -0.62
N -0.749 -0.756 1.825  0.60
C 1.733 4.451 1.847  -1.34
C 3.221 4.130 1.821  -1.32
C 3.533 2.693 2.303  2.71
C 5.067 2.507 2.300  -1.34
C 5.526 1.227 2.989  -1.16
C 3.002 2.553 3.711  -0.67
O 3.429 3.181 4.656  -0.70
N 1.971 1.671 3.858  0.35
C 1.416 0.866 2.865  -0.41
O 0.499 0.122 3.226  -0.73
N 1.931 0.888 1.652  1.12
C 2.946 1.706 1.283  -0.58
O 3.428 1.657 0.173  -0.63
H 1.559 5.428 1.398  0.53
H 1.368 4.480 2.873  0.31
H 1.162 3.705 1.298  0.27
H 3.763 4.828 2.468  0.48
H 3.608 4.226 0.804  0.38
H 5.528 3.364 2.797  0.44
H 5.384 2.493 1.254  0.46
H 5.266 1.237 4.046  0.32
H 6.609 1.142 2.910  0.49
H 5.077 0.347 2.532  0.10
H 1.551 1.570 4.776  0.31
O -1.708 -2.933 1.487  0.05
B -0.594 -2.304 2.222  0.65
O -0.801 -2.583 3.627  -0.68
C -1.991 -3.210 3.717  0.34
C -2.649 -3.631 4.851  -1.16
C -3.873 -4.271 4.681  -0.53
C -4.399 -4.504 3.424  -0.69
C -3.730 -4.087 2.275  -1.06
C -2.533 -3.423 2.437  0.79
H -2.229 -3.467 5.831  0.52
H -4.405 -4.608 5.557  0.37
H -5.338 -5.030 3.325  0.40
H -4.146 -4.273 1.297  0.42
C -3.915 -2.499 -1.430  -1.14
C -2.614 -3.061 -2.009  2.59
C -2.568 -2.876 -3.532  -1.66
C -2.419 -4.533 -1.619  -1.61
C -1.492 -2.328 -1.475  -0.82
N -0.514 -1.836 -1.141  0.01
H -4.766 -3.061 -1.815  0.57
H -4.015 -1.456 -1.720  0.00
H -3.902 -2.555 -0.345  0.06
H -3.387 -3.418 -3.997  0.45
H -1.626 -3.247 -3.932  0.27
H -2.657 -1.818 -3.764  0.22
H -3.258 -5.123 -1.987  0.46
H -2.355 -4.628 -0.537  0.22
H -1.498 -4.922 -2.054  0.32
C 2.101 3.212 -2.703  -1.58
C 1.484 1.828 -2.469  0.43
O 1.426 1.008 -3.385  -0.77
O 1.048 1.665 -1.297  0.20
H 2.590 3.268 -3.673  0.33
H 2.819 3.376 -1.903  0.16
H 1.321 3.971 -2.645  0.26
O -0.547 2.271 0.883  -0.55
C -1.294 2.059 -0.059  -1.51
N -2.086 2.994 -0.660  0.21
C -2.741 2.425 -1.818  4.09
C -2.294 0.934 -1.668  -1.52
O -2.668 0.055 -2.422  -0.65
N -1.484 0.842 -0.623  0.75
C -4.245 2.472 -1.732  -1.06
C -5.007 2.129 -2.845  -0.09
C -6.388 2.115 -2.768  -0.97
C -7.027 2.442 -1.585  -0.44
C -6.273 2.774 -0.472  -0.92
C -4.891 2.784 -0.541  -0.35
C -2.202 3.008 -3.110  -0.33
C -2.637 4.261 -3.527  -0.04
C -2.109 4.840 -4.669  -0.97
C -1.126 4.186 -5.395  -0.49
C -0.700 2.935 -4.991  -0.85
C -1.241 2.347 -3.862  -0.39
H -1.884 3.977 -0.580  0.34
H -4.512 1.865 -3.768  0.49
H -6.971 1.853 -3.639  0.41
H -8.106 2.422 -1.522  0.40
H -6.762 3.029 0.459  0.42
H -4.306 3.026 0.335  0.39
H -3.399 4.777 -2.955  0.46
H -2.466 5.808 -4.994  0.39
H -0.705 4.643 -6.280  0.42
H 0.064 2.405 -5.536  0.48
H -0.905 1.368 -3.573  0.61
C 2.557 -2.681 -4.191  -1.55
C 2.789 -2.140 -2.824  0.77
C 3.806 -2.351 -1.911  -1.79
C 3.454 -1.604 -0.777  0.02
N 2.297 -1.005 -1.000  0.74
N 1.900 -1.338 -2.223  0.59
C 4.241 -1.358 0.455  -0.12
H 3.472 -3.108 -4.597  0.41
H 2.203 -1.888 -4.847  0.30
H 1.791 -3.458 -4.157  0.21
H 4.692 -2.941 -2.046  0.58
H 1.213 -0.725 -2.674  -0.30
H 4.976 -2.140 0.624  0.57
H 3.564 -1.291 1.304  -0.65
H 4.750 -0.400 0.346  0.33
S 1.046 -2.859 1.458  -0.09
C 2.255 -2.974 2.747  0.96
C 3.388 -3.733 2.453  -0.73
C 4.435 -3.811 3.346  -0.59
C 4.361 -3.148 4.562  -0.57
C 3.221 -2.424 4.872  -0.83
C 2.165 -2.335 3.978  -0.47
H 3.422 -4.237 1.501  0.48
H 5.315 -4.386 3.097  0.41
H 5.191 -3.189 5.254  0.39
H 3.155 -1.912 5.824  0.40
H 1.283 -1.768 4.232  0.44

Calculated values
Lowest unoccupied orbital energy, eV: 2.365
Total charge: -1
Electronic energy, eV: -98657.74418
Relative energy (zero: lowest compared OMol25 entry of this formula, charge and spin), kJ/mol: 57.2

=====

Entry from the OMol25 dataset: a structure of composition C47H51BaBrN7O5S2Si (wB97M-V/def2-TZVPD).

Each line ends with the Mulliken charge.
Positions of all 115 atoms, in Å:
Ba 0.033 0.129 -0.217  2.62
C 4.819 -4.632 2.316  -0.84
N 4.328 -3.891 3.438  0.25
C 4.648 -4.081 4.756  -0.59
C 3.896 -3.239 5.490  -0.34
N 3.091 -2.511 4.627  0.41
C 3.372 -2.911 3.328  -0.72
S 2.807 -2.376 1.884  0.04
C 2.082 -1.635 5.018  0.76
C 1.989 -1.180 6.340  -0.50
C 0.898 -0.403 6.681  -1.02
C -0.039 -0.079 5.712  -0.53
C 0.175 -0.537 4.420  -1.11
N 1.196 -1.305 4.092  0.15
H 5.525 -5.382 2.665  0.32
H 5.301 -3.955 1.607  0.29
H 3.983 -5.118 1.806  0.32
H 5.386 -4.792 5.070  0.41
H 3.866 -3.110 6.550  0.32
H 2.730 -1.428 7.084  0.30
H 0.775 -0.064 7.701  0.39
H -0.914 0.505 5.949  0.60
H -0.509 -0.318 3.610  1.07
C -2.759 3.261 -2.205  -0.49
O -1.802 2.412 -2.793  -0.01
C -1.848 2.246 -4.139  0.35
C -2.638 3.000 -4.998  -0.71
C -2.623 2.712 -6.357  -0.67
Br -3.671 3.799 -7.524  -0.25
C -1.882 1.691 -6.885  -0.78
C -1.070 0.922 -6.031  1.30
C -1.026 1.223 -4.653  0.07
O -0.229 0.580 -3.798  -0.67
C -0.292 -0.168 -6.536  -0.26
N 0.516 -0.921 -5.807  -0.36
C 1.058 -1.838 -6.657  -0.29
C 1.975 -2.858 -6.430  -0.07
C 2.329 -3.651 -7.505  -0.63
C 1.810 -3.443 -8.781  -0.42
C 0.910 -2.421 -9.034  -1.10
C 0.547 -1.632 -7.962  0.68
N -0.302 -0.567 -7.854  -0.07
H -3.769 3.004 -2.536  0.53
H -2.551 4.312 -2.440  0.42
H -2.662 3.090 -1.133  -0.46
H -3.246 3.808 -4.632  0.56
H -1.913 1.495 -7.946  0.46
H 0.218 -0.165 -4.271  0.95
H 2.388 -3.014 -5.449  0.45
H 3.037 -4.453 -7.357  0.43
H 2.117 -4.087 -9.593  0.37
H 0.505 -2.244 -10.018  0.38
H -0.827 -0.146 -8.598  0.20
C -2.418 -1.799 0.774  -2.83
C -3.139 -1.514 1.909  2.08
C -2.679 -1.914 3.204  -0.57
C -3.408 -1.683 4.330  -0.50
C -4.654 -1.020 4.261  0.28
C -5.132 -0.618 2.994  -0.62
C -4.402 -0.844 1.869  -0.67
C -5.398 -0.762 5.406  0.15
N -6.020 -0.538 6.355  -0.70
H -2.848 -1.650 -0.205  0.41
H -1.572 -2.458 0.838  0.61
H -1.730 -2.433 3.261  0.35
H -3.046 -2.013 5.295  0.46
H -6.106 -0.147 2.932  0.45
H -4.782 -0.546 0.900  0.31
O 3.964 -0.334 -1.838  -0.74
C 2.996 -1.085 -1.825  -0.29
N 1.828 -0.833 -1.261  -0.74
S 0.798 -2.047 -1.413  1.10
O -0.415 -1.583 -2.043  -0.61
O 0.575 -2.707 -0.152  -0.50
C 1.809 -3.088 -2.436  0.06
C 1.614 -4.344 -2.955  -0.59
C 2.697 -4.962 -3.567  -0.70
C 3.930 -4.324 -3.633  -0.60
C 4.109 -3.054 -3.105  -0.57
C 3.028 -2.440 -2.497  0.61
H 0.648 -4.822 -2.881  0.52
H 2.577 -5.948 -3.992  0.46
H 4.762 -4.830 -4.105  0.45
H 5.061 -2.546 -3.145  0.52
C -1.035 4.845 0.443  -1.62
Si -0.728 3.208 1.488  -0.66
C 0.909 3.741 2.495  2.49
C 1.480 2.538 3.243  -1.79
C 0.719 4.858 3.527  -2.00
C 1.944 4.211 1.471  -1.97
C -2.385 3.200 2.617  2.61
C -3.564 2.872 1.697  -1.91
C -2.344 2.116 3.691  -1.88
C -2.690 4.532 3.308  -1.94
H -0.749 5.747 0.978  0.43
H -2.076 4.964 0.158  0.52
H -0.457 4.812 -0.474  0.34
H 0.742 2.135 3.932  0.15
H 2.358 2.827 3.824  0.60
H 1.764 1.752 2.542  0.10
H 0.158 4.489 4.381  0.33
H 0.199 5.714 3.110  0.32
H 1.691 5.199 3.887  0.56
H 2.100 3.448 0.707  0.23
H 2.901 4.416 1.952  0.50
H 1.614 5.124 0.984  0.42
H -3.357 1.960 1.135  0.17
H -3.752 3.685 1.000  0.46
H -4.467 2.718 2.285  0.47
H -2.302 1.131 3.227  -0.04
H -3.243 2.165 4.307  0.53
H -1.485 2.247 4.344  0.27
H -2.666 5.354 2.600  0.34
H -1.980 4.741 4.101  0.31
H -3.682 4.496 3.759  0.57

Calculated values
Lowest unoccupied orbital energy, eV: 1.498
Total charge: -1
Electronic energy, eV: -170520.31404
Relative energy (zero: lowest compared OMol25 entry of this formula, charge and spin), kJ/mol: 65.2